No. 1
116
Properties=species:S:1:pos:R:3 method="wB97M-V/def2-TZVPD" charge=-2 molar_mass_g_mol=981.6 total_energy_ha=-5362.4095 gap_ev=4.03 max_force_ev_per_a=1.07 e_above_lowest_kcal_mol=30.3
Sn -0.17 0.25 0.29
C 5.06 5.99 0.25
C 3.81 6.38 -0.55
C 4.22 6.91 -1.92
C 3.00 7.19 -2.78
C 2.21 5.93 -2.94
C 1.51 5.66 -4.10
C 0.80 4.47 -4.20
F 0.13 4.23 -5.36
C 0.75 3.56 -3.19
C 1.45 3.82 -2.00
C 1.35 2.83 -0.90
O 0.77 1.76 -1.11
C 1.99 3.24 0.32
C 2.70 4.39 0.34
N 2.90 5.24 -0.71
C 2.20 5.00 -1.88
C 1.96 2.48 1.66
O 2.69 2.91 2.56
O 1.20 1.48 1.70
H 5.81 6.77 0.14
H 5.47 5.06 -0.14
H 4.85 5.86 1.30
H 3.28 7.18 -0.02
H 4.85 6.16 -2.41
H 4.82 7.81 -1.77
H 3.30 7.58 -3.76
H 2.39 7.97 -2.30
H 1.51 6.36 -4.92
H 0.18 2.65 -3.27
H 3.16 4.65 1.28
C -3.78 -6.41 4.58
C -4.50 -5.07 4.35
C -5.75 -5.34 3.52
C -4.94 -4.48 5.70
C -3.55 -4.10 3.64
C -3.77 -3.60 2.36
C -2.82 -2.80 1.76
Br -3.20 -2.15 0.01
C -1.57 -2.43 2.33
O -0.68 -1.81 1.65
C -1.41 -2.86 3.70
C -2.37 -3.69 4.26
C -0.21 -2.49 4.59
C 0.66 -3.74 4.80
C -0.72 -2.00 5.96
C 0.68 -1.37 4.04
H -4.45 -7.12 5.07
H -2.90 -6.27 5.21
H -3.45 -6.83 3.63
H -6.41 -6.02 4.06
H -5.50 -5.80 2.56
H -6.30 -4.42 3.33
H -5.63 -5.16 6.20
H -5.44 -3.53 5.54
H -4.09 -4.32 6.36
H -4.67 -3.83 1.81
H -2.18 -4.06 5.27
H 0.10 -4.54 5.28
H 1.53 -3.50 5.42
H 1.02 -4.10 3.83
H -1.30 -2.75 6.49
H -1.35 -1.11 5.83
H 0.13 -1.72 6.59
H 1.18 -1.67 3.13
H 1.44 -1.11 4.79
H 0.11 -0.47 3.81
O -1.96 2.08 1.12
C -2.73 2.54 0.27
C 0.29 -2.21 -5.45
N 0.65 -1.33 -4.36
C 0.43 0.07 -4.67
C 0.25 -1.74 -3.07
N -0.49 -1.08 -2.28
N 0.73 -2.99 -2.70
C 2.16 -3.24 -2.88
C 0.23 -3.48 -1.42
H 0.94 -2.03 -6.31
H -0.75 -2.06 -5.77
H 0.40 -3.25 -5.13
H 1.06 0.34 -5.52
H 0.72 0.68 -3.81
H -0.61 0.30 -4.92
H -0.88 -0.22 -2.65
H 2.51 -2.76 -3.79
H 2.33 -4.31 -2.96
H 2.74 -2.84 -2.04
H -0.86 -3.48 -1.43
H 0.56 -2.86 -0.58
H 0.59 -4.51 -1.28
N 7.35 -1.88 -0.83
C 6.23 -1.61 -0.73
C 4.85 -1.28 -0.60
C 4.24 -0.39 -1.48
C 2.90 -0.07 -1.32
C 2.10 -0.62 -0.31
C 2.75 -1.51 0.55
C 4.09 -1.85 0.43
H 4.84 0.06 -2.27
H 2.46 0.63 -2.02
H 2.18 -1.97 1.35
H 4.57 -2.53 1.13
C -4.88 2.40 -1.64
C -3.41 2.21 -2.05
C -2.86 3.51 -2.64
C -3.33 1.10 -3.09
O -2.60 1.80 -0.96
H -5.49 2.62 -2.53
H -4.97 3.21 -0.93
H -5.25 1.48 -1.18
H -3.53 3.90 -3.42
H -1.87 3.34 -3.07
H -2.77 4.25 -1.84
H -4.06 1.27 -3.88
H -3.53 0.13 -2.62
H -2.33 1.06 -3.53

No. 2
30
Properties=species:S:1:pos:R:3 method="wB97M-V/def2-TZVPD" charge=0 molar_mass_g_mol=234.2 total_energy_ha=-874.1208 gap_ev=9.66 max_force_ev_per_a=7.63 smiles="N[C@@H](CO)C(=O)N[C@@H](CCC(=O)O)C(=O)O" e_above_lowest_kcal_mol=93.2
N 0.97 -1.42 -1.65
C 1.34 -1.95 -0.31
C 2.65 -1.29 0.05
O 2.47 0.08 -0.15
C 0.25 -1.50 0.78
O 0.44 -1.57 1.96
N -0.88 -0.89 0.10
C -1.82 -0.13 0.75
C -1.44 1.44 1.01
C -0.64 1.88 -0.29
C 0.51 2.99 -0.14
O 0.31 4.23 -0.16
O 1.66 2.57 0.19
C -3.19 -0.21 0.01
O -3.77 0.83 -0.39
O -3.64 -1.35 -0.56
H 1.50 -0.60 -1.92
H 1.09 -2.17 -2.25
H 1.36 -3.03 -0.30
H 3.42 -1.82 -0.59
H 2.66 -1.36 1.18
H 3.23 0.62 0.51
H -0.68 -0.89 -0.85
H -1.94 -0.61 1.76
H -0.71 1.28 1.80
H -2.32 2.16 1.39
H 0.08 0.97 -0.60
H -1.34 2.24 -1.21
H 1.52 1.64 0.31
H -3.10 -2.13 -0.42

The highest occupied orbital energy results, record by record, are as follows: -0.6 -9.7 eV.